Molecular formula: C21H24N2O4
Method: DFT, ωB97M-V/def2-TZVPD

```
51
Properties=species:S:1:pos:R:3:nbo_charge:R:1
C -5.89646 -1.82988 -1.95358 -0.608
C -6.81493 -1.26418 -0.87651 -0.387
C -6.08787 -0.95571 0.43297 -0.393
C -5.10300 0.20379 0.30922 -0.431
C -4.45273 0.52492 1.65629 -0.056
O -3.53137 1.59443 1.57555 -0.488
C -2.30812 1.39468 1.02470 0.305
C -1.79599 0.17085 0.60218 -0.264
C -0.52089 0.09554 0.07165 -0.181
C 0.25269 1.23776 -0.05493 0.084
C -0.24650 2.46457 0.36644 -0.168
C -1.51170 2.53736 0.90406 -0.252
H -1.91611 3.47848 1.24025 0.227
H 0.35780 3.35302 0.27836 0.229
N 1.55734 1.15165 -0.61430 -0.491
C 2.66328 1.75009 -0.04071 0.697
O 2.67151 2.38446 0.97757 -0.548
C 3.85524 1.49300 -0.96996 -0.150
N 5.04599 1.12662 -0.24099 -0.154
C 5.20396 -0.14893 0.29794 0.219
C 6.46712 -0.73336 0.38688 -0.289
C 6.62743 -1.96627 0.98880 -0.182
C 5.53866 -2.64114 1.51213 -0.252
C 4.28309 -2.06259 1.43292 -0.171
C 4.11007 -0.82977 0.83449 -0.301
H 3.12514 -0.39204 0.80862 0.210
H 3.42443 -2.57385 1.84254 0.214
H 5.66563 -3.60562 1.97915 0.214
H 7.61364 -2.40302 1.04348 0.214
H 7.31950 -0.22168 -0.03178 0.229
O 6.20230 1.68170 -0.83382 -0.564
H 6.57282 2.29893 -0.18501 0.478
C 3.32882 0.49315 -2.00376 -0.538
C 1.83561 0.44016 -1.77460 0.711
O 1.01398 -0.10803 -2.45605 -0.554
H 3.54634 0.76951 -3.03466 0.251
H 3.74457 -0.50269 -1.83089 0.260
H 4.08910 2.45343 -1.44465 0.258
H -0.13428 -0.85722 -0.25440 0.227
H -2.37151 -0.73689 0.68463 0.212
H -5.21221 0.87286 2.36239 0.194
H -3.97644 -0.36781 2.08058 0.169
H -4.32481 -0.03841 -0.41539 0.208
H -5.62275 1.09540 -0.04724 0.207
H -5.55597 -1.85014 0.76680 0.193
H -6.82777 -0.70798 1.19812 0.200
H -7.29189 -0.35402 -1.24610 0.195
H -7.60452 -1.99045 -0.67037 0.200
H -5.38336 -2.71720 -1.58882 0.200
H -5.15065 -1.10051 -2.25797 0.203
H -6.47422 -2.10696 -2.83218 0.212
```

## Properties
energy above the lowest of the compared OMol25 structures with the same formula, charge and spin	3.3532	eV
structure (SMILES)	CCCCCOc1ccc(N2C(=O)C[C@H](N(O)c3ccccc3)C2=O)cc1
energy	-33335.9857	eV
E_HOMO	-8.21	eV
gap between HOMO and LUMO	8.90	eV
multiplicity	1